Entry 1:
13
Properties=species:S:1:pos:R:3 method="wB97M-V/def2-TZVPD" orbital_gap_ev=9.92 smiles=S[C@@H]1[C@H]2OCO[C@@H]12 lumo_ha=0.0318 homo_energy_ev=-9.1 de_lowest_kcal_mol=46.5 largest_force_ev_per_a=1.7
S -1.380 -2.456 0.513
O -0.233 1.032 -1.224
O 1.444 0.491 0.249
C -0.337 -1.175 -0.101
C 0.300 -0.106 0.730
C 1.024 1.432 -0.729
C -0.840 0.223 -0.200
H 0.204 -0.199 1.795
H -1.870 0.479 0.025
H 1.009 2.470 -0.332
H -1.305 -2.059 1.802
H 0.290 -1.512 -0.929
H 1.693 1.379 -1.600


Entry 2:
24
Properties=species:S:1:pos:R:3 method="wB97M-V/def2-TZVPD" orbital_gap_ev=7.06 lumo_ha=-0.3033 homo_energy_ev=-15.3 total_charge=+2 de_lowest_kcal_mol=0.0 largest_force_ev_per_a=7.2
F -2.357 0.832 -1.058
N 4.109 -0.644 -0.360
N 4.559 0.547 0.221
N -0.164 -0.967 -0.224
N 1.934 0.016 -0.106
N -5.601 0.782 0.006
C 0.665 -0.148 0.316
C -3.144 0.093 -0.280
C -1.319 -1.426 0.482
C -2.596 -1.039 0.428
C 2.813 -0.893 -0.433
C 3.760 1.499 0.423
C 2.321 1.468 0.105
C -4.396 0.406 -0.118
H -3.252 -1.652 0.954
H 0.093 -1.447 -1.027
H -5.819 1.398 0.666
H 4.888 -1.133 -0.794
H 4.339 2.213 0.978
H 2.575 -1.885 -0.572
H 1.563 1.873 0.854
H 2.185 2.206 -0.796
H -0.972 -2.417 1.018
H -6.185 0.318 -0.683